DFT (ωB97M-V with the def2-TZVPD basis set) results for a structure of composition C19H10F5N3O2STi in a non-equilibrium geometry.

As for the LUMO energy (alpha / beta): -0.96 / -0.73 eV. For the orbital gap (alpha / beta), the calculation gives 5.923 / 6.139 eV.

The geometry in XYZ format:
```
41
Properties=species:S:1:pos:R:3:forces:R:3:nbo_charge:R:1
Ti 0.868 -0.014 -0.247 0.563 1.034 1.188 1.492
O -1.461 0.803 -3.790 -0.144 0.079 -0.187 -0.681
C -2.586 0.282 -3.253 -0.013 -0.135 0.192 0.428
C -3.774 0.469 -3.958 0.021 0.057 -0.096 -0.300
C -4.960 -0.044 -3.480 0.047 0.000 0.019 -0.162
C -4.990 -0.751 -2.280 -0.081 -0.060 0.061 -0.259
C -3.824 -0.933 -1.569 0.114 0.112 -0.051 -0.126
C -2.606 -0.425 -2.039 0.073 0.243 -0.224 -0.253
C -1.383 -0.652 -1.255 -0.706 -0.864 0.402 0.544
O -0.190 -0.287 -1.734 -0.918 -0.196 -1.283 -0.742
N -1.468 -1.283 -0.112 -0.283 0.050 -0.154 -0.335
N -0.210 -1.390 0.435 0.606 0.734 -1.044 -0.375
C 0.358 -2.577 0.728 0.741 -0.844 0.349 -0.150
C 1.748 -2.562 0.610 -1.312 0.009 -0.108 0.133
C 2.609 -3.643 0.909 0.784 -0.144 -0.004 -0.207
C 3.954 -3.506 0.729 -0.588 -0.313 0.178 -0.185
C 4.475 -2.278 0.254 -0.027 0.564 -0.214 -0.291
C 3.614 -1.270 -0.055 0.643 -0.268 0.082 0.037
N 2.264 -1.382 0.076 0.278 -0.506 0.279 -0.648
H -0.711 0.556 -3.231 0.097 -0.014 0.078 0.501
H -3.733 1.022 -4.887 0.016 -0.012 0.010 0.225
H -5.872 0.102 -4.044 0.004 0.017 -0.004 0.215
H -5.921 -1.153 -1.905 0.010 0.006 -0.005 0.216
H -3.819 -1.468 -0.631 -0.029 -0.025 0.017 0.236
H -0.234 -3.468 0.887 -0.034 0.074 0.109 0.218
H 2.178 -4.564 1.277 -0.011 0.013 0.027 0.225
H 4.624 -4.326 0.952 -0.009 -0.011 0.012 0.220
H 5.539 -2.139 0.127 -0.018 0.032 -0.032 0.226
H 3.981 -0.324 -0.441 0.015 0.000 0.024 0.196
F 2.026 3.937 5.064 0.021 0.029 0.111 -0.278
C 1.512 3.530 3.910 -0.101 0.004 -0.145 0.257
C 2.033 2.422 3.268 0.048 -0.099 -0.030 0.285
F 3.049 1.743 3.796 0.049 -0.016 0.047 -0.280
C 1.473 2.037 2.071 -0.321 0.325 -0.129 0.280
F 1.975 0.931 1.434 0.292 0.021 0.290 -0.296
C 0.425 2.692 1.444 0.352 0.234 0.618 -0.260
S -0.153 2.174 -0.103 -0.281 -0.009 -0.300 -0.170
C -0.087 3.796 2.131 0.139 -0.306 -0.207 0.313
F -1.104 4.474 1.611 -0.076 0.135 0.009 -0.283
C 0.445 4.208 3.338 0.068 -0.026 0.078 0.320
F -0.064 5.264 3.964 -0.027 0.077 0.038 -0.288
```
Forces are in eV/Å.

=====

DFT (ωB97M-V with the def2-TZVPD basis set) results for a structure of composition C31H56BrCrN4OP3 in a non-equilibrium geometry.

The energy above the lowest of the compared OMol25 structures with the same formula, charge and spin comes out at 0.0 kcal/mol. As for the LUMO energy (alpha / beta): -5.80 / -5.82 eV. The net charge is +2. For the orbital gap (alpha / beta), the calculation gives 5.708 / 4.566 eV. As for the expectation value of S²: 6.40. Its spin multiplicity is 5.

The geometry in XYZ format:
```
97
Properties=species:S:1:pos:R:3:forces:R:3:mulliken_charge:R:1
C 3.478 -2.102 5.199 0.694 -0.129 -0.040 -0.393
C 4.098 -2.014 3.937 0.612 0.244 1.194 0.774
C 5.485 -2.223 3.870 -0.290 -0.129 1.112 -0.513
C 6.176 -2.513 5.056 -0.735 0.238 -0.665 -0.345
N 5.575 -2.593 6.237 0.400 -0.181 0.399 -0.580
C 4.267 -2.398 6.317 -0.576 0.186 -0.895 -0.352
C 3.382 -1.625 2.760 -1.086 -0.262 -1.778 -0.448
C 2.211 -1.236 2.321 0.857 0.032 0.652 -0.248
C 1.074 -0.392 2.211 0.233 -0.769 -0.679 0.414
C -0.267 -0.831 2.232 -0.213 -0.334 0.757 -0.516
C -1.300 -0.021 1.785 0.380 0.399 -0.948 -0.527
C -0.928 1.155 1.114 0.300 0.972 1.854 1.053
C 0.302 1.753 1.446 -0.125 -0.692 -0.785 -1.193
C 1.337 0.933 1.825 -0.242 0.930 0.935 -0.480
Cr 3.460 -1.242 0.723 -0.552 -0.106 0.362 -0.540
P -1.046 -2.713 -1.729 -0.025 1.973 0.552 0.630
H 6.024 -2.134 2.945 0.027 -0.026 -0.304 0.375
H 2.417 -1.918 5.306 -0.025 -0.046 -0.033 0.412
H 7.244 -2.673 5.035 0.112 -0.027 0.069 0.377
H 3.803 -2.467 7.293 0.127 -0.017 0.065 0.369
H 2.348 1.338 1.905 -0.266 -0.132 0.242 0.573
H -0.474 -1.826 2.644 -0.013 0.496 -0.021 0.565
H 0.438 2.827 1.414 0.077 0.027 -0.758 0.347
H -2.349 -0.275 1.912 0.155 -0.332 -0.418 0.550
C -1.646 -2.788 -3.436 -0.357 0.164 -0.365 -0.724
C -1.251 -3.991 -4.303 0.134 -0.235 0.041 -1.286
H -1.295 -1.852 -3.903 -0.127 -0.295 0.212 0.516
H -2.747 -2.722 -3.377 0.362 0.106 0.122 0.470
H -1.824 -3.942 -5.239 0.172 -0.007 0.282 0.406
H -0.186 -3.967 -4.568 -0.295 -0.074 0.143 0.346
H -1.490 -4.947 -3.818 0.112 0.213 -0.151 0.331
C 0.660 -3.265 -1.476 0.632 -0.032 -0.188 1.086
C 0.864 -4.327 -0.384 -0.082 -0.174 0.269 -1.469
H 1.238 -2.350 -1.235 -0.319 -0.336 -0.004 -1.045
H 1.070 -3.632 -2.435 -0.411 0.156 0.219 0.549
H 1.899 -4.696 -0.442 -0.355 0.157 0.018 0.445
H 0.723 -3.909 0.627 0.013 -0.154 -0.404 0.255
H 0.200 -5.195 -0.521 0.243 0.293 0.094 0.319
C -2.206 -3.303 -0.464 -0.240 -0.131 0.251 0.017
C -2.949 -4.607 -0.784 -0.049 -0.229 -0.063 -1.317
H -2.928 -2.484 -0.308 0.309 -0.242 -0.137 0.000
H -1.638 -3.403 0.476 -0.043 0.138 -0.382 0.318
H -3.547 -4.885 0.095 0.178 0.052 -0.283 0.423
H -3.644 -4.483 -1.627 0.280 -0.087 0.205 0.350
H -2.261 -5.440 -0.992 -0.250 0.238 0.020 0.310
Br -1.078 -0.458 -1.239 0.324 -2.239 -1.238 0.106
P 2.377 0.204 -1.350 -0.732 1.222 -1.638 0.683
C 2.072 -0.385 -3.152 0.219 -0.603 0.827 -0.082
C 2.841 0.056 -4.393 0.214 -0.017 -0.856 -1.554
H 1.004 -0.156 -3.307 0.259 -0.127 0.252 0.188
H 2.149 -1.479 -3.058 -0.064 0.193 -0.246 0.276
H 2.795 -0.738 -5.145 -0.034 0.027 0.082 0.422
H 2.429 0.949 -4.873 0.010 -0.492 0.042 0.440
H 3.893 0.266 -4.230 -0.376 -0.112 -0.198 0.149
C 1.713 1.948 -1.672 -0.131 -0.222 0.840 -0.059
C 2.177 2.744 -2.889 0.091 0.238 -0.465 -1.320
H 1.977 2.522 -0.776 -0.336 -0.075 0.008 0.527
H 0.617 1.851 -1.705 0.239 0.029 0.167 -0.170
H 1.472 3.564 -3.097 0.227 -0.083 0.297 0.414
H 3.174 3.185 -2.751 -0.389 -0.064 0.003 0.334
H 2.200 2.163 -3.810 -0.034 0.313 0.485 0.056
C 4.140 0.641 -1.055 0.269 -0.456 -0.092 -0.293
C 4.977 0.917 -2.292 1.002 -0.188 -0.059 -1.522
H 4.566 -0.232 -0.464 0.625 1.024 -0.712 0.414
H 4.138 1.532 -0.410 -0.013 -0.417 0.146 0.499
H 6.042 1.043 -2.041 -0.374 0.180 0.065 0.482
H 4.947 0.058 -2.969 0.155 0.302 0.325 0.349
H 4.626 1.823 -2.817 0.247 -0.607 0.246 0.259
C -2.450 2.515 3.453 -0.068 0.146 0.463 -0.981
N -2.683 3.315 2.235 -0.357 -0.063 -0.416 0.289
C -2.065 4.648 2.298 -0.061 0.202 -0.063 -0.809
P -3.039 2.650 0.792 1.129 -0.514 -0.336 -0.622
O -1.753 1.909 0.244 0.211 -0.605 0.506 0.263
N -4.126 1.455 0.982 -0.718 0.563 -0.079 0.533
C -4.332 0.474 -0.103 0.143 -0.070 -0.110 -0.961
C -5.372 1.752 1.703 -0.369 -0.213 0.175 -1.070
N -3.254 3.633 -0.480 -0.018 0.385 0.657 0.325
C -4.560 3.860 -1.094 -0.338 -0.166 -0.084 -0.888
C -2.101 4.218 -1.184 0.178 0.224 -0.124 -0.867
H -2.722 3.170 4.293 -0.034 -0.353 -0.109 0.538
H -1.389 2.236 3.572 -0.460 0.061 -0.150 0.227
H -3.082 1.618 3.479 0.255 0.294 -0.077 0.297
H -0.981 4.625 2.080 -0.438 -0.019 0.094 0.196
H -2.576 5.332 1.608 0.232 -0.137 0.209 0.324
H -2.208 4.998 3.327 0.076 0.151 -0.321 0.360
H -3.380 0.205 -0.587 -0.605 0.300 0.311 0.047
H -4.762 -0.433 0.343 0.080 0.216 -0.046 0.370
H -5.045 0.848 -0.859 0.247 -0.093 0.262 0.369
H -5.688 0.831 2.211 0.000 0.312 0.009 0.330
H -5.216 2.549 2.441 -0.098 -0.283 -0.239 0.389
H -6.170 2.038 0.996 0.225 0.000 0.297 0.347
H -4.487 4.790 -1.673 -0.307 -0.260 0.246 0.322
H -4.806 3.031 -1.783 -0.034 0.418 0.194 0.255
H -5.349 3.953 -0.328 0.289 0.046 -0.430 0.285
H -2.401 5.215 -1.537 0.221 -0.282 0.134 0.455
H -1.224 4.326 -0.523 -0.458 -0.100 -0.315 0.207
H -1.823 3.602 -2.055 -0.052 0.180 0.295 0.272
```
Forces are in eV/Å.

=====

DFT (ωB97M-V with the def2-TZVPD basis set) results for a cluster of 2 separate species, C28H46BFN3O7S in total.

As for the LUMO energy: -3.81 eV. The net charge is +1. For the orbital gap, the calculation gives 5.858 eV.

The geometry in XYZ format:
```
87
Properties=species:S:1:pos:R:3:forces:R:3:mulliken_charge:R:1
C 4.452 -4.447 -0.636 -0.370 0.074 -0.186 -1.344
C 3.825 -3.327 0.209 0.158 0.021 -0.161 0.015
C 4.859 -2.451 0.939 0.072 -0.422 0.251 -0.856
C 4.479 -2.017 2.371 -0.251 0.255 -0.294 -0.850
C 4.265 -0.502 2.593 0.091 -0.077 0.015 -0.868
C 2.879 -0.101 3.128 0.346 0.064 -0.007 -1.298
C 1.895 0.425 2.076 -0.018 -0.170 0.239 0.175
C 1.891 -0.384 0.784 -0.507 -0.136 -0.005 -0.295
C 1.066 0.206 -0.407 0.558 -0.003 -0.003 -1.705
C 0.357 1.486 -0.103 0.079 0.085 -0.144 0.504
C -0.989 1.516 0.212 -0.204 0.084 0.327 1.403
C -1.828 0.270 0.292 -0.252 0.060 0.000 -0.981
C -2.697 0.048 -0.974 0.433 0.058 0.032 -0.765
C -2.640 -1.396 -1.458 -0.559 0.173 0.049 -0.637
S -3.779 -1.618 -2.857 0.006 0.292 -0.464 -0.317
C -1.572 2.748 0.480 0.182 0.164 0.177 1.092
C -3.041 2.897 0.779 -0.275 0.405 -0.306 -0.725
O -3.805 3.124 -0.116 0.028 -0.202 0.198 -0.501
O -3.316 2.790 2.079 0.318 -0.437 -0.130 -0.458
B -4.339 1.920 2.551 -0.565 0.395 0.479 0.582
O -5.555 1.837 1.931 0.364 -0.540 -0.036 -0.458
O -4.035 1.287 3.703 0.463 -0.235 -0.524 -0.434
C -4.440 -0.090 3.866 -0.251 0.171 0.340 -0.139
C -3.283 -0.887 4.457 -0.161 0.314 -0.135 -1.112
C -0.816 3.909 0.452 -0.347 -0.137 -0.147 0.264
O -1.418 5.092 0.743 0.229 0.084 0.485 -0.542
N -1.855 5.807 -0.533 -0.047 0.002 -0.508 0.289
O -2.294 6.818 -0.277 -0.115 0.061 0.134 -0.237
C 0.522 3.861 0.130 0.066 -0.055 -0.255 1.123
C 1.336 5.122 0.083 -0.068 -0.271 -0.008 -1.498
C 1.921 5.442 1.474 -0.109 0.023 -0.084 -0.487
F 1.789 4.334 2.303 0.091 -0.093 -0.016 -0.265
N 1.072 2.651 -0.140 -0.092 0.002 0.095 0.467
C 2.497 2.580 -0.510 0.269 -0.154 -0.196 -1.056
C 2.711 2.592 -2.032 0.311 0.187 0.220 -0.844
O 3.907 1.927 -2.367 -0.187 -0.173 0.127 -0.520
H 5.494 -4.248 -0.871 0.094 -0.016 0.029 0.367
H 4.367 -5.410 -0.138 0.239 -0.036 0.112 0.286
H 3.926 -4.555 -1.584 0.004 -0.027 -0.062 0.369
H 3.150 -3.778 0.936 -0.090 0.044 0.057 0.382
H 3.216 -2.702 -0.446 -0.127 0.043 0.046 -0.109
H 5.774 -3.040 1.006 0.109 0.046 -0.038 0.557
H 5.107 -1.585 0.323 0.058 0.077 -0.017 0.418
H 3.562 -2.534 2.657 -0.022 -0.098 0.054 0.424
H 5.249 -2.366 3.055 0.014 -0.020 0.088 0.408
H 4.470 0.027 1.658 0.024 0.104 -0.028 0.413
H 5.020 -0.144 3.290 0.019 0.039 0.058 0.542
H 3.028 0.687 3.865 -0.199 0.031 0.103 0.374
H 2.447 -0.945 3.666 -0.058 -0.071 -0.001 0.536
H 0.891 0.364 2.504 -0.081 0.209 0.022 0.251
H 2.096 1.489 1.934 0.084 0.023 -0.200 -0.041
H 2.889 -0.614 0.424 0.126 0.109 0.055 -0.123
H 1.437 -1.345 1.031 0.117 -0.143 -0.036 0.656
H 1.739 0.381 -1.242 0.017 -0.110 -0.103 0.439
H 0.367 -0.544 -0.759 -0.186 0.130 -0.029 0.341
H -2.474 0.372 1.166 -0.003 -0.085 0.080 -0.207
H -1.212 -0.603 0.493 0.063 -0.008 -0.012 0.709
H -3.725 0.354 -0.795 -0.088 -0.040 0.010 0.436
H -2.327 0.697 -1.768 -0.083 0.040 -0.100 0.434
H -1.641 -1.618 -1.823 0.100 -0.228 0.161 0.212
H -2.924 -2.073 -0.657 0.151 -0.166 0.004 0.497
H -4.587 -2.596 -2.440 0.175 -0.096 0.371 0.174
H -5.635 1.291 1.146 -0.169 0.272 -0.226 0.342
H -5.307 -0.106 4.521 -0.045 0.021 0.049 0.517
H -4.750 -0.499 2.904 -0.075 0.002 -0.034 0.183
H -2.779 -1.475 3.693 0.085 -0.108 0.028 0.271
H -2.570 -0.185 4.879 0.065 -0.026 0.133 0.276
H -3.641 -1.537 5.249 0.078 -0.176 -0.003 0.343
H 0.671 5.915 -0.243 0.094 0.138 0.056 0.531
H 2.113 5.036 -0.669 0.056 0.085 -0.053 0.308
H 2.981 5.674 1.408 0.054 0.113 0.032 0.367
H 1.379 6.263 1.934 0.017 0.051 0.086 0.337
H 3.036 3.396 -0.044 -0.064 0.025 0.188 1.019
H 2.921 1.666 -0.111 -0.059 -0.058 0.054 -0.013
H 2.743 3.622 -2.397 -0.238 0.062 -0.092 0.372
H 1.896 2.066 -2.521 -0.018 0.000 -0.163 0.281
H 4.642 2.339 -1.901 0.122 0.049 -0.117 0.371
N -4.753 -4.863 -6.255 0.027 -0.022 0.023 -0.003
C -3.940 -5.888 -6.652 -0.021 0.015 -0.007 -0.436
C -2.770 -5.792 -5.948 0.010 0.011 0.016 -0.709
C -2.883 -4.663 -5.092 0.015 -0.017 0.019 -0.010
C -4.118 -4.112 -5.304 -0.071 -0.055 -0.068 -0.429
H -5.674 -4.688 -6.610 -0.013 0.000 -0.008 0.187
H -4.260 -6.595 -7.397 0.009 -0.008 -0.008 0.377
H -1.926 -6.456 -6.038 0.005 -0.007 -0.002 0.381
H -2.143 -4.296 -4.400 0.003 0.011 0.004 0.406
H -4.593 -3.255 -4.862 -0.012 -0.001 -0.089 0.268
```
Forces are in eV/Å.